1.
The following is a DFT calculation (ωB97M-V/def2-TZVPD) of a cluster of 8 separate species, C10H36N8O8 in total.

```
62
Properties=species:S:1:pos:R:3:forces:R:3:lowdin_charge:R:1
N 1.736949 3.868697 1.845576 4.30 4.88 5.55 0.14
C 1.351701 2.654052 1.957255 3.76 -5.38 7.85 -0.63
N 0.761945 2.274504 0.905883 -4.15 -3.47 -3.95 0.18
O 1.758963 1.819994 3.064133 -2.55 4.23 -5.42 -0.20
H 2.262071 4.390653 2.660188 -1.69 -1.86 -2.32 0.18
H 1.371453 4.417245 1.159135 -0.93 1.77 -2.15 0.06
H 0.367083 1.317169 0.885273 0.61 0.52 0.19 0.07
H 0.187616 2.895515 0.318301 0.58 0.04 0.39 0.10
N -1.830228 -3.695156 2.889990 1.90 -2.97 0.46 0.13
C -2.536528 -2.843660 2.164187 1.80 -1.37 -8.80 -0.65
N -3.078054 -1.942501 2.904674 -4.45 4.73 -0.07 0.15
O -2.517956 -2.867634 0.782366 -0.26 0.10 7.11 -0.09
H -1.394571 -3.502519 3.784890 -0.69 0.40 -0.07 0.12
H -1.283053 -4.375900 2.385214 -0.37 -0.09 -0.24 0.11
H -3.719589 -1.267593 2.333353 1.59 -1.66 1.60 0.18
H -3.497109 -2.329796 3.739134 -0.04 0.49 0.18 0.12
N 0.459846 -1.834025 2.713142 -1.06 2.12 2.63 0.13
C 1.614346 -1.902480 2.020981 3.84 3.23 -0.07 -0.62
N 1.556068 -2.973374 1.229478 0.87 -2.29 -1.86 0.16
O 2.577455 -1.012171 2.056737 -4.31 -4.18 -0.22 -0.01
H 0.340110 -1.004977 3.295067 0.27 -0.27 -0.15 0.13
H -0.386371 -2.347663 2.525464 0.72 -0.13 -0.33 0.04
H 2.339660 -3.197644 0.603028 -0.20 0.42 1.08 0.04
H 1.045380 -3.843056 1.446208 0.15 1.29 0.20 0.12
N -4.451157 2.755264 1.508431 -6.23 5.34 1.32 0.16
C -3.686233 2.432614 0.547739 2.70 0.43 -7.79 -0.62
N -2.771818 1.652998 0.991439 3.43 -2.49 1.72 0.18
O -3.623660 2.727854 -0.807178 -2.11 -0.87 5.84 -0.11
H -5.112629 3.556836 1.228183 1.27 -1.67 1.24 0.17
H -4.115615 2.709752 2.466545 -0.38 0.02 -0.51 0.13
H -2.238368 1.217262 0.301783 1.44 -0.65 -0.74 0.05
H -2.385134 1.656030 1.944866 -0.49 -0.13 -0.93 0.15
C 2.286561 -0.574992 -3.094186 0.92 0.44 0.82 -0.09
C 2.974375 0.695293 -3.657572 -1.97 -0.87 1.20 -0.30
O 2.003787 1.739543 -3.694064 1.14 0.85 -1.35 -0.10
H 1.250932 -0.787209 -3.463659 1.02 0.53 0.16 0.09
H 2.323587 -0.562414 -1.984798 -0.29 -0.03 -0.65 0.07
H 2.974795 -1.346540 -3.435259 -0.27 -0.59 0.21 0.06
H 3.219424 0.356828 -4.634165 0.69 0.41 -1.23 0.09
H 3.845699 1.050607 -3.090630 -0.06 -0.58 -0.07 0.12
H 2.433570 2.333835 -4.352061 -1.06 0.00 0.80 0.10
C -1.015335 0.129320 -1.663695 1.72 -0.04 1.12 -0.03
C -0.377207 -0.741854 -0.572742 -0.20 -0.44 -1.12 -0.30
O -0.384204 -0.140179 0.693336 -0.91 1.22 -0.18 -0.11
H -0.956257 -0.369648 -2.654242 -0.14 0.52 0.68 0.09
H -0.356659 1.021584 -1.594560 -0.75 -0.09 -0.83 0.07
H -2.022290 0.377638 -1.363934 -0.41 0.08 -0.43 0.06
H 0.653171 -0.965134 -0.809057 0.33 -0.15 -0.38 0.08
H -0.906280 -1.646654 -0.411713 -0.53 -1.18 -0.52 0.08
H -0.235502 -0.869991 1.279574 0.21 -0.16 0.94 0.02
C 2.646266 -3.684320 -1.479598 -0.43 -2.66 -2.36 -0.17
O 3.411034 -3.885110 -0.349497 1.54 -0.68 1.51 -0.14
H 2.315130 -2.660172 -1.572307 0.17 0.04 0.10 0.05
H 1.758095 -4.398669 -1.524478 0.68 1.03 0.20 0.11
H 3.305132 -4.032753 -2.306858 -0.76 0.87 -0.24 0.10
H 3.853695 -4.758910 -0.331444 -0.57 0.87 -0.21 0.13
C -0.782571 3.729079 -2.216819 1.42 0.46 -0.79 -0.20
O -1.292513 3.838388 -0.941784 -0.92 0.59 1.10 -0.17
H 0.206277 3.283092 -2.070942 -0.18 -0.87 -0.83 0.06
H -0.476015 4.689333 -2.688352 -0.81 -0.02 0.20 0.08
H -1.519960 3.208159 -2.845259 0.82 -0.15 -0.22 0.10
H -2.239311 3.565558 -1.020699 0.26 0.02 0.68 0.01
```
Positions in Å, forces in eV/Å.

ΔE to the lowest compared entry with this formula, charge and spin: 751.7 kJ/mol
HOMO level: -7.74 eV
SMILES: NC(N)=O.NC(N)=O.NC(N)=O.NC(N)=O.CCO.CCO.CO.CO
orbital gap: 7.87 eV

=====

2.
The following is a DFT calculation (ωB97M-V/def2-TZVPD) of a cluster of 8 separate species, C10H36O8 in total.

```
54
Properties=species:S:1:pos:R:3:forces:R:3:lowdin_charge:R:1
C -6.966350 -10.746030 9.013750 -0.14 0.65 0.77 -0.04
C -6.073870 -9.509000 9.325910 -0.26 -1.94 -1.11 -0.46
C -5.790470 -9.299600 10.765370 -0.48 0.09 0.63 -0.06
O -4.820000 -9.739490 8.632570 -0.31 1.02 -0.79 -0.07
H -7.813200 -10.784300 9.698940 0.07 -0.04 0.35 0.07
H -6.355240 -11.638630 9.147570 -0.20 -0.11 -0.20 0.08
H -7.465920 -10.708140 8.045710 0.64 -0.02 -0.28 0.08
H -6.596060 -8.645710 8.913410 0.47 0.23 -0.24 0.12
H -5.120320 -10.069740 11.147320 0.22 0.07 0.05 0.09
H -6.705080 -9.402260 11.349360 0.02 0.29 0.11 0.07
H -5.374120 -8.298670 10.878950 0.19 -0.13 0.41 0.08
H -4.153680 -10.117740 9.210980 -0.22 0.01 0.30 0.09
C -9.795570 -6.225650 8.120700 -0.19 -0.37 0.07 -0.16
O -9.606220 -6.688930 9.450800 -0.07 -0.36 -0.52 -0.13
H -10.254840 -6.993140 7.497710 0.06 -0.32 0.25 0.08
H -10.507330 -5.400250 8.106240 0.25 0.38 -0.12 0.06
H -8.834770 -5.992210 7.661910 -0.06 0.39 -0.15 0.08
H -8.934500 -6.120320 9.834310 -0.19 0.23 0.44 0.01
C -7.082420 -2.018680 12.371390 -0.17 -0.10 0.04 -0.13
O -8.094110 -2.723850 13.112490 0.58 0.32 -0.25 -0.13
H -7.361350 -2.056580 11.318370 0.04 0.18 0.06 0.07
H -7.010840 -0.992230 12.731100 -0.06 0.13 -0.29 0.08
H -6.107240 -2.487080 12.504540 0.10 -0.11 -0.07 0.08
H -7.858340 -2.518720 14.020200 -0.42 -0.39 0.30 0.08
C -8.183290 -7.860760 13.572560 -0.36 0.23 0.55 -0.16
O -7.244880 -8.854060 13.944280 0.37 -0.12 -0.50 -0.12
H -9.208300 -8.209820 13.697480 -0.11 -0.09 -0.17 0.08
H -8.079320 -6.970060 14.192200 0.08 0.19 0.07 0.08
H -8.042320 -7.547070 12.538240 0.15 -0.37 0.04 0.06
H -7.399750 -9.158330 14.841510 -0.19 0.16 -0.01 0.08
C -6.825800 -2.836710 8.077060 -1.03 -0.82 -0.53 -0.15
O -6.151480 -3.178850 6.878840 0.76 0.42 0.22 -0.12
H -6.790000 -3.690130 8.754170 0.12 0.12 0.44 0.06
H -6.454480 -1.923750 8.542600 -0.12 0.05 -0.02 0.09
H -7.865460 -2.756700 7.759550 -0.08 0.49 0.43 0.08
H -5.230870 -3.033140 7.108730 0.32 -0.23 -0.55 0.07
C -6.768870 -5.514550 10.879190 0.25 -0.48 0.94 -0.14
O -8.064410 -4.930690 11.054340 0.57 -0.57 -1.17 -0.13
H -6.560500 -6.194000 11.705650 0.19 0.24 0.44 0.06
H -6.682320 -6.208070 10.042750 -0.78 0.39 -0.55 0.06
H -5.931860 -4.823880 10.776780 -0.22 0.38 0.07 0.08
H -8.071010 -4.216960 11.696320 0.22 0.01 0.42 0.04
C -4.992160 -6.580890 7.320220 -0.26 1.43 0.22 -0.21
O -4.082410 -7.479060 6.825510 0.67 -1.06 -0.39 -0.10
H -4.715600 -6.294040 8.334780 -0.15 0.21 0.42 0.07
H -4.921650 -5.681250 6.708860 -0.41 0.03 0.01 0.07
H -6.010060 -6.970430 7.335130 -0.28 0.10 -0.14 0.07
H -4.201950 -8.236470 7.403130 0.37 -0.81 -0.06 0.04
C -10.312970 -2.625770 9.606930 -1.02 0.87 1.14 -0.15
O -10.233270 -1.354210 8.962040 0.72 -0.28 -0.43 -0.12
H -11.376520 -2.746940 9.812520 -0.05 -0.84 -0.01 0.08
H -9.863530 -3.510300 9.155570 0.02 0.34 -0.53 0.05
H -9.879010 -2.495300 10.598270 0.29 -0.04 -0.04 0.07
H -10.961830 -1.285270 8.340710 0.08 -0.04 -0.06 0.07
```
Positions in Å, forces in eV/Å.

ΔE to the lowest compared entry with this formula, charge and spin: 360.3 kJ/mol
HOMO level: -9.68 eV
SMILES: CC(C)O.CO.CO.CO.CO.CO.CO.CO
orbital gap: 10.06 eV

=====

3.
The following is a DFT calculation (ωB97M-V/def2-TZVPD) of a cluster of 8 separate species, C10H37O11P in total.

```
59
Properties=species:S:1:pos:R:3:forces:R:3:mulliken_spin:R:1
C -1.512396 0.283622 -2.766725 -0.63 -0.21 0.49 0.00
O -0.458245 -0.501392 -2.196618 0.37 1.05 -0.63 0.00
H -2.480561 -0.143727 -2.505695 -0.12 -0.03 0.17 0.00
H -1.504615 1.308343 -2.395270 0.27 -0.04 0.34 0.00
H -1.551062 0.399863 -3.849810 0.75 -0.52 -0.20 0.00
H -0.795825 -1.323149 -1.832809 -0.58 -0.03 -0.07 0.00
C 2.704257 0.784453 0.457314 -0.66 0.37 -0.91 0.00
O 2.857084 0.406106 1.816767 -0.41 -0.41 0.04 0.00
H 2.858751 -0.101255 -0.158923 0.73 0.22 0.01 0.00
H 1.703903 1.092810 0.153452 -0.50 -0.16 0.60 0.00
H 3.272305 1.672800 0.181179 0.73 -0.45 0.01 0.00
H 2.596045 1.141565 2.375842 0.05 0.12 0.13 0.00
C -1.576742 -3.568935 -2.716438 0.44 -2.20 -0.10 0.00
O -1.635791 -2.868930 -1.513172 -0.33 1.45 0.92 0.00
H -0.693996 -3.271984 -3.282736 -0.31 0.29 -0.04 0.00
H -1.411670 -4.588164 -2.367107 0.21 -0.56 -0.77 0.00
H -2.484494 -3.618173 -3.317801 -0.03 0.68 -0.02 0.00
H -2.391782 -3.172965 -1.005599 -0.08 0.07 0.00 0.00
C -2.127788 -2.451257 3.323072 -0.66 0.47 -0.49 0.00
O -3.218653 -2.391062 4.245889 1.04 -0.57 0.04 0.00
H -2.103647 -3.340902 2.693750 -0.62 -0.41 -0.05 0.00
H -2.206020 -1.601942 2.644362 0.32 0.12 -0.04 0.00
H -1.134342 -2.463574 3.771413 -0.28 0.43 0.74 0.00
H -3.946358 -1.882476 3.880689 0.15 -0.02 -0.18 0.00
C 0.285415 -1.462252 1.095061 -1.06 -0.78 -2.26 0.01
O 1.200980 -1.958266 1.995823 0.20 -1.09 1.87 0.09
H 0.838165 -1.586413 0.163843 -0.57 0.74 -0.80 0.02
H -0.554897 -2.150544 1.004376 -0.06 -0.05 0.20 0.00
H -0.124431 -0.458313 1.205673 0.53 0.10 0.45 0.00
H 1.893532 -1.293823 2.018243 1.04 0.66 0.56 0.00
C 1.513984 -4.062514 -1.033327 -1.89 -1.32 0.05 0.00
O 2.531094 -4.745837 -1.684423 1.27 0.35 -0.21 0.01
H 1.068882 -3.260700 -1.622454 0.66 0.21 0.04 0.00
H 0.712024 -4.795680 -0.947102 -0.70 0.16 0.20 0.00
H 1.697152 -3.774535 0.001861 0.61 0.57 0.06 0.00
H 2.521083 -5.664150 -1.404806 0.03 -0.01 -0.16 0.00
C 2.323733 -5.139067 2.512792 -0.30 0.54 1.04 0.03
O 0.986852 -4.627562 2.598318 1.72 -2.66 0.39 0.69
H 2.660830 -5.372592 1.502872 -0.44 0.04 -0.74 0.08
H 2.967336 -4.293498 2.755456 0.29 0.49 0.04 0.05
H 2.582349 -5.975172 3.162524 -0.98 -0.05 0.02 0.01
H 1.048314 -3.740276 2.237021 -0.15 2.42 -0.73 0.00
C 0.298296 8.199892 -0.421994 0.02 0.65 -0.15 0.00
O -0.211915 6.979542 0.110213 -0.20 -2.63 0.32 0.00
P 0.213982 5.523277 -0.493828 1.84 0.63 -0.94 0.00
O 1.684473 5.428667 -0.755012 -2.30 -0.12 0.16 0.00
O -0.688577 5.372520 -1.840021 0.24 -0.53 1.28 0.00
C -2.115387 5.521304 -1.732225 -0.57 0.53 -0.35 0.00
O -0.339346 4.353881 0.494847 0.01 2.53 0.20 0.00
C -0.332928 3.005741 0.133630 -0.32 -1.08 -0.70 0.00
H -0.274956 8.474381 -1.307510 0.06 -0.03 -0.06 0.00
H 1.362197 8.203690 -0.659081 -0.04 -0.53 0.03 0.00
H 0.138888 8.959804 0.342992 -0.11 -0.14 -0.01 0.00
H -2.654990 4.888455 -2.436799 0.61 -0.05 -0.40 0.00
H -2.334078 6.562763 -1.968088 -0.21 -0.06 0.09 0.00
H -2.588187 5.264855 -0.784173 0.67 0.10 0.45 0.00
H 0.135253 2.820289 -0.833080 0.13 0.10 -0.03 0.00
H -1.355193 2.631616 0.078009 -0.20 0.17 -0.10 0.00
H 0.151711 2.370843 0.875339 0.27 0.45 0.23 0.00
```
Positions in Å, forces in eV/Å.

ΔE to the lowest compared entry with this formula, charge and spin: 0.0 kJ/mol
HOMO level (alpha / beta): -12.27 / -12.27 eV
total charge: +1
spin multiplicity: 2
expectation value of S²: 0.755
orbital gap (alpha / beta): 9.51 / 2.53 eV

=====

4.
The following is a DFT calculation (ωB97M-V/def2-TZVPD) of a structure of composition C10H38B2HgO5.

```
56
Properties=species:S:1:pos:R:3:forces:R:3:mulliken_spin:R:1
Hg -16.079230 -12.648680 1.974350 -0.08 -0.62 -0.06 1.02
O -17.866130 -16.103550 -0.208420 -1.31 -2.63 -0.14 -0.08
H -17.156710 -16.603910 -0.618260 0.77 0.02 -0.40 0.00
H -17.775040 -15.152420 -0.301420 1.44 4.42 -0.09 -0.01
H -17.888090 -16.311320 0.728570 0.04 0.04 1.14 0.07
B -15.330620 -10.413480 1.562420 0.68 -0.11 -0.45 0.03
H -15.293750 -9.336110 1.608890 0.27 4.07 -0.02 0.03
H -15.646720 -10.653860 2.565680 -1.18 -0.61 4.04 0.02
H -16.078510 -10.713420 0.844830 -2.62 -0.93 -3.17 0.02
H -14.354510 -10.861970 1.460930 4.12 -1.47 -1.04 0.01
B -18.179670 -11.595250 2.899910 -0.85 -0.59 -0.03 -0.10
H -17.984790 -11.645020 1.839820 0.26 0.51 -4.34 0.03
H -18.694650 -10.700980 3.215050 -1.59 3.64 0.93 0.02
H -18.850590 -12.427420 3.046890 -2.54 -3.55 1.12 0.02
H -17.243730 -11.660890 3.432780 3.37 -0.45 2.89 0.03
C -17.027510 -12.634750 -1.224600 -1.06 -0.20 2.06 0.01
O -16.923820 -13.433740 -0.064580 -0.75 -2.44 -0.75 -0.13
H -17.851090 -12.988690 -1.844720 0.46 -0.74 -1.06 0.00
H -17.542180 -11.730440 -0.899900 0.90 1.03 -0.10 0.01
H -16.033030 -12.533100 -1.659090 -0.38 0.45 -0.65 0.00
C -13.416550 -12.156070 -3.074410 -0.06 -0.25 -1.38 0.00
C -12.164630 -11.325410 -3.151700 0.08 2.18 0.87 0.00
C -12.515770 -9.830280 -3.278500 -0.27 -0.27 0.01 0.00
O -11.388270 -11.530600 -2.009280 1.40 -0.56 0.74 0.00
H -13.197420 -13.168440 -3.413840 -0.16 -0.21 0.36 0.00
H -14.124670 -11.737800 -3.789750 -0.32 -0.13 0.01 0.00
H -13.875960 -12.145050 -2.086020 0.25 0.04 0.00 0.01
H -11.460980 -11.458830 -3.973380 -0.36 -0.94 -0.28 0.00
H -13.001770 -9.735650 -4.249550 -0.14 0.48 0.03 0.00
H -11.657040 -9.162000 -3.214530 0.24 -0.27 -0.23 0.00
H -13.184320 -9.506340 -2.480880 -0.32 -0.13 -0.03 0.00
H -11.755740 -11.102750 -1.232420 -0.38 0.06 -0.01 0.00
C -18.427100 -8.886060 -1.392200 0.00 0.10 0.17 0.00
C -18.674110 -7.983640 -0.175130 0.84 0.20 -0.64 0.00
C -19.745430 -6.951970 -0.389770 -0.26 1.04 -0.29 0.00
O -18.916700 -8.718360 0.972400 -0.09 -0.35 0.45 0.00
H -18.277840 -8.301510 -2.300010 0.06 0.11 -0.04 0.00
H -19.280480 -9.539990 -1.571680 -0.23 -0.10 0.02 0.00
H -17.554300 -9.519200 -1.232680 -0.01 0.07 0.12 0.00
H -17.760650 -7.413760 -0.005070 0.30 -0.24 0.13 0.00
H -19.805490 -6.752720 -1.459720 -0.51 0.19 -0.03 0.00
H -19.470070 -6.017440 0.099020 0.15 0.13 -0.02 0.00
H -20.707250 -7.175280 0.071910 -0.12 -0.53 -0.40 0.00
H -19.640940 -9.295930 0.720450 -0.08 -0.51 0.55 0.00
C -19.962720 -13.289420 -4.140860 0.35 -0.12 -0.34 0.00
C -20.869280 -14.464900 -3.787960 1.28 0.32 -0.27 0.00
C -20.131350 -15.347620 -2.839330 1.82 -0.81 1.70 0.01
O -22.007760 -13.958190 -3.162850 -0.92 -0.06 -0.13 0.00
H -20.501630 -12.604670 -4.795680 0.15 0.05 -0.02 0.00
H -19.044860 -13.637900 -4.614360 -0.03 0.01 -0.31 0.00
H -19.604000 -12.761990 -3.256990 -0.30 0.11 0.20 0.00
H -21.053770 -14.974470 -4.733690 -0.85 -0.13 0.17 0.00
H -19.248840 -15.837470 -3.250810 -0.08 -0.11 -0.52 0.00
H -20.580260 -16.072780 -2.160570 -1.10 -0.32 -0.86 0.00
H -19.675390 -14.746490 -2.052660 0.15 0.79 -0.02 0.00
H -21.613560 -13.447640 -2.451840 -0.47 0.33 0.41 0.00
```
Positions in Å, forces in eV/Å.

HOMO level (alpha / beta): -2.51 / -4.74 eV
total charge: -1
spin multiplicity: 2
expectation value of S²: 0.754
orbital gap (alpha / beta): 3.82 / 5.91 eV

=====

Across the entries above, electronic energy takes the values -39250.855 -27330.026 -42769.387 -26741.085 eV, respectively.
Across the entries above, F_max takes the values 10.2 2.3 3.2 4.7 eV Å⁻¹, respectively.